[1]
A structure of composition C60H94BCsN10O2P3Si, computed with ωB97M-V/def2-TZVPD.

Output
Energy above the lowest of the compared OMol25 structures with the same formula, charge and spin   90.18 kJ/mol
Expectation value of S²   0.753
Strongest force on any atom   1.2 eV/A
Highest occupied orbital energy (spin up / spin down)   -6.5 / -8.0 eV
Lowest unoccupied orbital energy (spin up / spin down)   -0.165 / -0.330 eV

```
! wB97M-V def2-TZVPD RIJCOSX def2/J DEFGRID3
* xyz 0 2
Cs 0.774 0.416 -0.481
P 3.004 -2.457 -1.310
P 0.527 -1.146 2.716
P -3.417 1.584 -0.374
Si -1.448 1.466 2.210
O -0.979 -1.290 -1.550
O -2.453 -2.383 -2.790
N -1.215 -0.680 -3.729
N 2.869 1.866 -2.539
N 1.801 4.988 -0.991
N 2.542 2.494 0.460
N 3.454 3.313 -0.081
N 2.702 3.205 -2.523
N -0.255 0.327 -3.538
N 4.259 4.975 -1.743
N 4.626 6.079 -1.061
N 0.563 4.715 -1.466
C -1.515 -1.431 -2.624
C 3.086 -1.804 3.610
C -3.742 3.162 -1.337
C 2.639 -3.578 -2.749
C 2.580 1.487 -3.778
C -3.053 -4.154 2.145
C -1.949 -2.423 3.581
C 2.212 2.580 -4.581
C 1.708 -2.435 3.349
C 4.575 3.336 0.668
C 2.448 -3.834 5.350
C -4.541 0.202 -0.934
C 5.799 6.440 -1.558
C 0.453 0.707 6.424
C -5.998 2.374 2.762
C -5.445 2.331 1.491
C 4.387 2.485 1.740
C -1.040 -2.090 2.371
C -2.961 2.499 -3.658
C 5.292 -3.934 -0.179
C -4.308 2.884 -4.259
C -2.479 -3.854 3.526
C 0.663 -0.224 5.418
C -0.750 3.091 1.574
C -0.244 5.589 -0.879
C -1.990 -4.008 1.032
C -3.010 -2.629 -4.081
C 4.741 -0.398 -0.681
C 2.098 -2.701 -3.884
C 5.425 -1.637 -2.774
C -0.862 2.012 4.916
C 3.645 -4.151 4.461
C 3.691 -4.561 -3.259
C 6.219 5.560 -2.571
C 1.758 6.011 -0.107
C 0.115 -0.058 4.144
C -5.235 1.988 3.854
C 1.266 -3.396 4.481
C 5.203 4.636 -2.650
C -4.124 1.927 1.292
C -5.417 2.713 -3.227
C -5.863 -2.091 -1.669
C 3.840 -3.490 -0.008
C -5.110 -2.222 -0.350
C 2.299 3.657 -3.725
C 4.255 -1.210 -1.885
C -5.115 3.487 -1.944
C -3.313 1.647 2.407
C -6.067 0.301 -0.839
C 4.179 -2.871 3.797
C 0.455 6.439 -0.010
C -2.660 3.336 -2.418
C -0.307 1.837 6.175
C 3.087 1.982 1.553
C -3.905 1.641 3.676
C -4.106 -1.064 -0.167
C -6.713 -0.812 -1.679
C -0.712 -3.332 1.531
C 2.934 -4.679 0.322
C -0.673 1.080 3.891
B 3.041 4.123 -1.325
H 5.084 2.271 2.532
H -0.968 3.817 2.367
H -5.527 1.648 -3.008
H 5.968 -3.085 -0.262
H 1.949 2.591 -5.626
H 2.163 -4.698 5.953
H 4.629 -3.123 2.833
H 5.081 3.771 -3.283
H 2.965 -5.434 -0.467
H 4.601 -4.057 -3.584
H 0.488 -2.964 5.105
H -3.540 3.905 -0.555
H 6.047 -0.764 -2.990
H -6.489 -2.967 -1.852
H 4.981 -2.447 4.407
H 3.349 -1.146 2.776
H -1.678 -4.562 3.761
H -1.593 -1.414 1.707
H -5.835 -2.225 0.469
H -4.586 -3.177 -0.303
H -1.259 3.424 0.670
H 2.524 1.252 2.120
H -5.667 1.981 4.847
H -3.490 -5.154 2.124
H -6.062 2.597 0.645
H -1.735 -4.986 0.618
H 1.793 -4.166 -2.374
H 5.282 0.483 -1.031
H -4.021 -0.823 0.899
H 0.074 7.245 0.594
H -4.264 3.928 -4.588
H 2.904 -2.144 -4.368
H 1.893 -4.367 0.445
H -3.313 1.378 4.544
H -1.299 5.580 -1.105
H -3.877 -3.456 1.968
H -2.989 1.435 -3.377
H -2.390 -3.422 0.202
H 3.924 -0.026 -0.058
H -0.706 1.199 -3.267
H 3.259 -5.161 1.248
H -5.116 4.557 -2.186
H 1.838 -3.041 2.443
H 0.822 -4.286 4.025
H -4.273 0.068 -1.992
H -0.088 -3.051 0.676
H -1.668 3.115 -2.015
H 6.296 7.317 -1.174
H -6.852 -0.470 -2.709
H 5.603 -4.515 0.696
H 2.111 4.706 -3.883
H 3.806 -2.812 0.853
H -7.027 2.684 2.893
H -5.914 3.348 -1.215
H -5.134 -2.056 -2.482
H 2.663 6.370 0.349
H 2.655 0.445 -4.054
H 1.278 -1.082 5.640
H 7.119 5.596 -3.161
H -6.372 3.048 -3.639
H 5.409 3.961 0.392
H 6.059 -2.388 -2.304
H 1.362 -1.980 -3.513
H 0.896 0.551 7.400
H -1.448 2.905 4.726
H 2.720 -3.040 6.054
H 4.439 -4.644 5.024
H -1.934 -0.522 -4.417
H -6.348 0.176 0.209
H 0.234 0.488 -4.407
H -2.165 2.626 -4.397
H 5.084 -2.037 -3.729
H -3.112 -1.362 -0.500
H 3.320 -4.863 3.694
H -2.636 4.389 -2.720
H -7.710 -1.022 -1.285
H -0.132 -4.043 2.128
H 0.324 3.092 1.375
H -6.457 1.268 -1.151
H -3.245 -3.992 4.293
H 3.047 -1.162 4.491
H 3.294 -5.115 -4.115
H 5.415 -0.977 -0.043
H 1.618 -3.317 -4.650
H -4.524 2.283 -5.147
H -3.628 -1.791 -4.417
H -2.228 -2.839 -4.812
H 5.430 -4.563 -1.057
H -1.436 -2.249 4.526
H 3.641 -0.520 -2.469
H -0.461 2.581 6.947
H -2.798 -1.731 3.575
H -3.646 -3.501 -3.967
H 3.963 -5.292 -2.498
*
```

[2]
A structure of composition C61H53HfN2O4P2S, computed with ωB97M-V/def2-TZVPD.

Output
Energy above the lowest of the compared OMol25 structures with the same formula, charge and spin   0.00 kJ/mol
Strongest force on any atom   1.8 eV/A
Highest occupied orbital energy   -15.3 eV
Lowest unoccupied orbital energy   -7.646 eV

```
! wB97M-V def2-TZVPD RIJCOSX def2/J DEFGRID3
* xyz 3 1
Hf -0.195 -0.096 0.482
S -1.552 1.588 -2.120
P -0.216 -2.775 0.537
P -1.436 1.654 1.984
O 1.099 0.380 1.791
O -1.414 -1.215 2.825
O -0.632 1.508 -0.867
O -1.686 -1.118 -1.374
N 1.536 -0.250 -0.915
N 3.471 0.321 -1.746
C 1.097 2.305 -5.728
C 0.947 4.219 4.111
C -1.673 4.367 -1.750
C -4.169 4.456 -2.991
C 2.410 -2.678 1.352
C -2.305 3.206 -2.162
C -3.074 -1.441 -1.650
C 4.110 -4.313 0.920
C -3.466 3.538 1.208
C -2.955 2.250 1.181
C 3.221 0.719 0.682
C -2.101 0.970 3.516
C -0.019 1.485 -5.823
C -0.754 -4.797 2.312
C 0.707 2.616 -3.374
C -2.431 -0.864 5.041
C -0.463 -3.889 -2.000
C 1.338 5.122 3.133
C -0.855 -3.425 2.104
C -2.280 -5.287 -2.726
C -1.981 -0.388 3.816
C -3.663 -2.848 5.921
C -1.075 -4.646 -2.988
C -4.947 1.467 0.056
C 4.568 1.091 0.825
C 3.210 -5.043 0.159
C -2.725 1.841 4.401
C -1.667 -4.518 4.487
C -2.293 -2.308 5.470
C 0.002 3.956 1.517
C -1.357 -2.594 3.108
C 2.389 0.805 1.809
C -2.308 5.581 -1.952
C 2.740 -0.178 -2.793
C -3.013 0.042 5.925
C -5.456 2.759 0.090
C 1.906 -4.599 -0.010
C 1.540 -0.518 -2.276
C -1.045 -3.785 -0.733
C -1.772 -3.141 4.319
C 2.900 1.297 3.007
C 5.070 1.552 2.020
C -3.697 1.220 0.595
C -3.185 1.376 5.615
C -0.795 1.250 -4.697
C -0.401 3.049 2.498
C 1.502 -3.404 0.578
C -0.431 1.833 -3.492
C 0.091 3.174 3.797
C -4.718 3.787 0.658
C -2.881 -5.151 -1.483
C -3.554 3.233 -2.767
C -1.282 -2.386 6.632
C 0.866 4.990 1.834
C 2.740 0.268 -0.616
C -1.169 -5.351 3.503
C 3.707 -3.131 1.525
C 4.223 1.672 3.117
C -3.542 5.627 -2.588
C 1.464 2.861 -4.507
C -2.271 -4.399 -0.488
H -1.175 -1.564 -2.060
H 3.520 -5.971 -0.304
H -0.606 -4.752 -3.957
H -0.388 3.844 0.513
H -4.035 2.309 -3.067
H 1.171 5.704 1.080
H 1.217 -5.190 -0.597
H 0.693 -0.931 -2.794
H 1.308 4.333 5.125
H -2.747 -4.306 0.480
H -5.128 4.788 0.691
H 2.333 3.503 -4.442
H -2.829 2.886 4.134
H -1.825 6.493 -1.627
H 0.489 -3.407 -2.204
H -1.630 -1.803 7.485
H -3.138 -2.412 -2.137
H -4.041 -2.292 6.776
H 2.079 -1.783 1.858
H 4.397 -2.567 2.139
H 1.682 2.524 -6.612
H -3.348 -0.319 6.887
H -2.904 4.347 1.661
H -0.695 4.333 -1.290
H -3.295 0.206 0.636
H -0.342 -5.429 1.535
H 5.247 1.003 -0.013
H -1.096 -6.416 3.671
H -5.532 0.663 -0.374
H -0.308 -2.002 6.326
H 2.224 1.366 3.848
H -4.014 6.580 -2.788
H -3.512 -0.671 -2.283
H 0.994 3.025 -2.412
H -1.693 0.644 -4.765
H -2.747 -5.896 -3.488
H 6.115 1.817 2.098
H -1.158 -3.419 6.957
H 2.008 5.935 3.382
H -6.439 2.957 -0.317
H -3.591 -3.890 6.226
H -5.136 4.486 -3.474
H 5.122 -4.674 1.055
H -0.204 2.468 4.561
H -3.828 -5.634 -1.280
H -3.661 2.044 6.320
H -3.609 -1.493 -0.705
H 3.120 -0.227 -3.798
H -0.287 1.028 -6.766
H 4.601 2.045 4.060
H -1.974 -4.952 5.429
H 4.413 0.666 -1.825
H -4.391 -2.774 5.112
*
```

[3]
A structure of composition C61H56BNO21Si2, computed with ωB97M-V/def2-TZVPD.

Output
Strongest force on any atom   4.4 eV/A
Highest occupied orbital energy   -8.5 eV
Lowest unoccupied orbital energy   -1.944 eV

```
! wB97M-V def2-TZVPD RIJCOSX def2/J DEFGRID3
* xyz 0 1
Si -1.901 5.949 1.117
Si 0.131 3.884 1.199
O -10.853 6.534 -2.743
O 3.604 5.655 3.247
O 1.123 0.510 1.317
O 4.591 -7.308 -5.848
O -1.481 4.353 1.648
O 5.565 -10.215 -1.318
O 1.833 5.649 -0.368
O -1.767 -9.395 1.736
O 5.670 -9.699 1.887
O 2.184 -2.996 -7.782
O -0.968 -4.674 -0.545
O -1.432 8.857 -1.301
O 5.040 10.088 5.778
O 1.949 -6.555 -2.614
O -14.833 4.788 0.298
O -2.685 -2.974 2.531
O 9.285 -13.357 3.182
O 7.042 0.318 -1.283
O 0.344 4.276 -1.804
O 3.211 1.638 -4.703
O -0.292 7.999 0.247
N -1.483 8.545 -0.155
C -7.977 5.105 -1.342
C 4.078 -9.381 -2.940
C 7.157 -10.533 3.509
C 3.171 -8.460 -3.265
C 2.971 -5.629 -5.534
C 4.276 2.074 -2.651
C -2.286 -7.101 1.688
C -6.635 5.775 0.910
C -13.149 6.052 -2.561
C -7.685 6.115 -0.212
C 0.249 -0.289 1.596
C 3.672 9.090 4.145
C 2.365 -4.546 -6.021
C -4.749 4.016 1.998
C -0.608 7.309 1.529
C -1.811 -2.174 2.251
C -1.152 -5.758 -0.022
C -11.537 5.710 -0.646
C 3.437 -7.390 -0.992
C -3.520 6.425 2.061
C 8.455 -12.518 2.885
C 3.312 7.975 3.508
C 0.784 3.113 3.856
C -0.649 -8.157 0.077
C 3.935 6.673 3.828
C -13.920 5.188 -0.400
C -0.449 -6.969 -0.498
C 0.831 2.941 -2.142
C 5.013 0.214 -4.195
C -2.086 -5.914 1.113
C 6.163 0.621 -2.068
C -5.861 4.442 0.937
C 6.891 -11.603 1.234
C 8.065 -11.454 3.834
C -4.169 5.214 2.890
C 5.978 -0.117 -3.335
C 4.409 -5.757 -7.609
C -1.967 -1.228 1.127
C 0.405 -1.236 2.721
C -11.767 6.134 -2.044
C 6.501 -10.539 2.184
C 4.345 -8.311 -0.665
C 1.268 4.178 2.708
C -6.188 3.389 -0.184
C 4.038 -6.317 -6.291
C -1.583 -8.312 1.213
C 2.735 -3.986 -7.339
C 2.781 -7.396 -2.316
C 4.090 1.335 -3.918
C -14.150 5.612 -1.798
C 7.799 -12.524 1.560
C 3.803 -4.674 -8.096
C 4.710 9.071 5.198
C 4.972 6.654 4.880
C -1.009 -0.351 0.823
C 5.332 7.769 5.517
C -7.218 3.731 -1.280
C -0.552 -2.112 3.025
C 5.240 1.742 -1.791
C -12.537 5.270 0.117
C 4.735 -9.376 -1.615
B 0.778 4.641 -0.477
H 0.086 2.418 0.998
H 6.663 -0.935 -3.523
H -10.518 5.777 -0.283
H -7.423 2.965 -2.099
H -3.228 7.234 2.836
H -2.965 -7.232 2.520
H -0.455 -2.813 3.845
H 4.863 -0.316 -5.127
H 4.835 -8.323 0.301
H 1.581 -4.030 -5.481
H 1.092 5.215 3.187
H -8.718 5.383 -2.162
H -4.975 5.595 3.620
H 1.050 2.807 -3.260
H 6.401 -11.591 0.268
H -4.215 6.923 1.307
H -8.183 7.137 -0.171
H 0.351 3.643 4.769
H 3.591 2.891 -2.463
H 5.193 -6.273 -8.149
H -0.030 2.217 -1.874
H -2.593 -5.017 1.448
H 5.419 5.692 5.102
H -0.080 2.475 3.424
H -5.671 2.375 -0.202
H 4.062 -4.251 -9.059
H 6.861 -9.747 4.192
H 1.617 2.373 4.107
H 6.090 7.773 6.291
H 2.681 -8.449 -4.230
H 2.712 -6.052 -4.570
H -6.448 6.568 1.705
H -1.107 0.349 0.003
H 3.226 10.052 3.924
H 2.383 4.119 2.493
H -1.063 8.134 2.196
H -12.386 4.955 1.142
H 2.383 5.450 0.433
H 1.332 -1.177 3.277
H 4.374 -10.167 -3.623
H -0.142 -9.053 -0.257
H 3.140 -6.604 -0.308
H -15.168 5.545 -2.162
H 0.232 -6.838 -1.331
H -5.270 3.286 2.731
H -2.894 -1.287 0.570
H -3.353 4.747 3.565
H 2.554 7.971 2.734
H -2.246 5.913 -0.304
H 5.390 2.273 -0.859
H 0.335 6.940 2.052
H -13.300 6.367 -3.586
H 1.762 2.632 -1.547
H 8.555 -11.465 4.800
H -3.894 3.402 1.522
H 8.095 -13.310 0.877
*
```